No. 1
The following is a quantum chemistry calculation of C45H44N9O2PSSn as an isolated structure, from the OMol25 dataset.

```
103
Properties=species:S:1:pos:R:3:forces:R:3:nbo_charge:R:1
Sn -1.39996 -1.98525 -0.61255 0.1 -0.2 0.1 1.366
N 0.37268 -2.44550 3.96159 -0.1 0.0 0.1 -0.537
C 0.17530 -2.39258 2.63385 0.0 0.0 0.0 0.367
N -0.97977 -2.36247 2.06598 0.1 0.0 -0.1 -0.545
C -2.11892 -2.35108 2.84034 0.0 0.1 -0.2 0.404
N -3.30044 -2.39677 2.31783 -0.5 -0.1 0.3 -0.363
N -3.32106 -2.47339 0.94861 0.4 -0.1 -0.1 -0.283
C -4.41678 -2.86050 0.43596 -0.1 -0.1 0.1 0.072
C -4.52131 -3.04505 -1.01193 0.0 0.0 -0.3 0.150
C -5.69102 -3.53194 -1.58152 -0.1 0.0 0.1 -0.215
C -5.73875 -3.75406 -2.94745 0.1 0.0 0.0 -0.153
C -4.61231 -3.49010 -3.71049 -0.1 0.0 0.0 -0.236
C -3.48295 -3.00828 -3.07041 0.2 0.1 0.1 0.070
N -3.43852 -2.78382 -1.75980 0.0 -0.1 0.0 -0.496
C -1.98653 -2.27618 4.29626 0.2 0.1 0.0 -0.073
C -3.07636 -2.11057 5.15282 0.0 0.0 0.0 -0.162
C -2.88139 -2.01342 6.51355 -0.1 0.0 0.0 -0.221
C -1.59157 -2.07955 7.04352 0.0 0.0 0.0 -0.168
C -0.50205 -2.24195 6.21422 0.1 0.0 0.1 -0.234
C -0.70144 -2.33584 4.83915 -0.1 0.1 -0.1 0.162
H 1.30534 -2.46955 4.33702 0.1 0.1 -0.1 0.422
H 1.06687 -2.38155 2.01256 0.0 0.0 0.1 0.212
H -5.26483 -3.12202 1.06634 0.0 0.1 0.0 0.196
H -6.54633 -3.74206 -0.95133 0.0 0.0 0.0 0.226
H -6.63813 -4.13918 -3.40975 0.0 0.0 0.0 0.226
H -4.60660 -3.65531 -4.77951 0.0 0.0 0.0 0.232
H -2.56693 -2.79595 -3.61301 -0.1 0.0 0.0 0.228
H -4.06420 -2.05389 4.71656 0.0 0.0 0.0 0.244
H -3.72729 -1.88018 7.17506 0.0 0.0 0.0 0.223
H -1.43991 -1.99287 8.11186 0.0 0.0 0.0 0.224
H 0.50288 -2.28635 6.61912 0.0 0.0 0.0 0.218
C 9.00777 7.69434 3.27801 0.0 0.0 0.0 -0.251
O 7.85187 7.51375 4.06821 0.1 0.1 0.0 -0.495
C 6.87302 6.70978 3.56496 -0.2 -0.1 0.0 0.276
C 5.80720 6.43359 4.41769 0.0 0.0 0.1 -0.263
C 4.78958 5.59652 4.00825 0.0 0.0 -0.1 -0.177
C 4.79728 5.02186 2.73422 0.5 0.4 0.2 0.052
C 5.85114 5.32986 1.87997 -0.1 -0.1 0.0 -0.209
C 6.88459 6.16341 2.28851 0.0 0.0 -0.1 -0.265
N 3.74465 4.13702 2.43566 -0.4 -0.3 0.4 -0.269
N 3.67442 3.82175 1.23261 0.2 0.0 -0.6 -0.161
C 2.71016 2.94910 0.77857 -0.3 -0.4 0.1 -0.053
C 2.66084 2.84674 -0.61431 0.0 0.1 0.2 -0.098
C 1.74432 2.07959 -1.29076 0.0 -0.1 -0.1 -0.395
C 0.76001 1.30188 -0.62487 0.0 0.0 -0.4 0.444
O -0.04023 0.55120 -1.24370 0.3 0.3 0.3 -0.719
C 0.72611 1.45840 0.84707 0.0 0.1 0.1 0.054
N -0.32587 0.90155 1.48288 0.0 0.1 0.0 -0.400
C -0.42054 1.03452 2.78865 0.0 -0.2 -0.1 -0.004
C 0.58656 1.60228 3.57302 0.1 0.1 0.0 -0.279
C 1.66684 2.17534 2.94796 -0.1 0.0 -0.1 -0.177
C 1.72636 2.20524 1.53506 0.1 0.2 -0.1 -0.002
H 9.69951 8.27361 3.88355 0.0 0.0 0.0 0.195
H 8.78875 8.24697 2.35986 0.0 0.0 0.0 0.173
H 9.46874 6.73696 3.01960 0.0 0.0 0.0 0.176
H 5.80629 6.88282 5.40363 0.0 0.0 0.0 0.219
H 3.96115 5.37211 4.66962 0.0 0.0 0.0 0.216
H 5.85751 4.90055 0.88661 0.0 0.0 0.0 0.229
H 7.69290 6.37865 1.60148 0.0 0.0 0.0 0.207
H 3.38773 3.43317 -1.16613 0.0 0.0 0.0 0.213
H 1.75995 2.04137 -2.37251 0.0 0.0 0.0 0.204
H -1.34039 0.68063 3.24776 0.0 -0.2 0.0 0.174
H 0.49604 1.60900 4.65360 0.0 0.0 0.0 0.208
H 2.45472 2.63653 3.51541 0.0 0.1 0.0 0.246
S 0.25419 -6.47048 -0.78130 -0.1 0.2 -0.1 0.378
C -0.90124 -6.42627 0.48063 0.1 -0.1 0.0 -0.412
C -1.52735 -5.22029 0.55503 -0.1 0.1 0.0 -0.285
C -1.08620 -4.26865 -0.41940 0.1 0.4 0.0 -0.548
C -0.12424 -4.82379 -1.21747 0.0 -0.2 0.0 -0.215
C 0.53027 -4.14714 -2.34257 0.1 0.1 -0.1 0.174
C 1.53044 -4.73287 -3.12096 0.0 0.0 0.1 -0.251
C 2.09704 -4.00792 -4.15268 0.0 0.0 0.0 -0.149
C 1.65698 -2.71513 -4.39856 0.0 0.0 0.0 -0.266
C 0.66272 -2.20242 -3.58466 0.0 0.0 0.1 0.061
N 0.11154 -2.89499 -2.58769 -0.1 -0.2 -0.1 -0.503
H -1.04979 -7.30513 1.09228 0.0 0.1 0.0 0.233
H -2.30249 -5.01399 1.28641 0.1 0.0 0.0 0.213
H 1.85423 -5.74322 -2.90485 0.0 0.0 0.0 0.221
H 2.88040 -4.44574 -4.75880 0.0 0.0 0.0 0.219
H 2.07503 -2.11614 -5.19624 0.0 0.0 0.0 0.225
H 0.27421 -1.19912 -3.71520 0.0 -0.1 0.0 0.231
C -2.54808 -0.80536 -5.96201 -0.1 0.0 0.1 -0.608
C -3.19430 -0.02081 -4.81557 0.2 -0.1 0.0 -0.723
P -2.04552 0.23728 -3.36217 -0.4 0.2 -0.4 0.854
C -3.25105 1.03157 -2.19997 0.2 -0.1 0.1 -0.712
C -3.88177 2.36165 -2.60643 0.0 -0.1 0.0 -0.611
C -1.12366 1.73511 -3.94081 0.2 -0.2 0.0 -0.714
C 0.12666 1.41745 -4.76301 -0.1 0.0 0.1 -0.608
H -3.29145 -1.08172 -6.71388 0.0 0.0 0.0 0.205
H -2.07556 -1.72250 -5.59632 0.0 0.0 -0.1 0.195
H -1.78033 -0.21656 -6.46527 0.0 0.0 0.0 0.207
H -4.04511 -0.59101 -4.42725 0.0 0.1 0.0 0.208
H -3.57816 0.93068 -5.19129 -0.1 0.0 0.0 0.208
H -2.70731 1.14401 -1.25665 0.0 0.0 0.0 0.253
H -4.03319 0.28295 -2.02692 0.0 0.0 0.0 0.208
H -3.13659 3.15599 -2.64936 0.0 0.0 0.0 0.211
H -4.63639 2.65762 -1.87424 0.0 0.0 0.0 0.210
H -4.37206 2.29917 -3.58014 0.0 0.0 0.0 0.196
H -0.82934 2.25584 -3.02852 0.0 0.1 0.0 0.248
H -1.79515 2.37915 -4.51267 0.0 0.1 0.0 0.205
H 0.79380 0.75466 -4.20826 0.0 0.1 0.0 0.210
H 0.67485 2.33424 -4.98942 0.0 0.0 0.0 0.213
H -0.12276 0.93101 -5.70842 0.0 0.0 0.0 0.193
```
Positions in Å, forces in eV/Å.

- F_max (eV/Å) = 0.70
- orbital gap (Eh) = 0.1750


No. 2
The following is a quantum chemistry calculation of C45H45Br2HgN7O3STe as an isolated structure, from the OMol25 dataset.

```
105
Properties=species:S:1:pos:R:3:forces:R:3:lowdin_charge:R:1
Hg -0.42686 2.20946 -1.39599 -0.2 0.0 -0.4 0.670
N -1.03517 -1.55141 2.83712 -0.1 0.2 -0.1 0.070
C -1.25280 -0.58203 1.86181 0.1 -0.3 -0.4 -0.792
S -1.49451 -1.21866 0.20017 0.0 0.3 0.3 0.527
N -1.38254 0.61695 2.25208 -0.1 0.0 0.9 0.005
N -1.41438 1.75196 1.53140 0.6 -0.5 -0.5 0.070
C -2.26988 2.64233 1.83721 -0.4 0.3 0.1 -0.206
C -3.37943 2.37663 2.80019 0.1 0.2 0.1 -0.164
C -3.61865 3.24458 3.86848 0.0 -0.1 0.0 -0.040
C -4.61923 2.97687 4.79398 0.0 -0.1 -0.1 -0.098
C -5.39927 1.83238 4.66542 0.1 0.1 0.0 -0.113
C -5.15843 0.95594 3.61633 0.0 0.0 0.0 -0.086
C -4.15180 1.22298 2.69633 -0.2 0.0 -0.1 -0.023
C -2.07794 4.00715 1.24610 -0.1 -0.1 -0.2 -0.253
C -3.11656 4.93598 1.19073 0.0 0.0 0.1 -0.057
C -2.86407 6.18504 0.64562 0.0 0.0 0.0 -0.113
C -1.59809 6.47162 0.16111 0.0 0.0 0.0 -0.072
C -0.63353 5.47214 0.22004 0.0 -0.1 0.0 -0.135
N -0.87098 4.27729 0.74688 0.1 0.0 0.4 0.075
H -0.61999 -2.39777 2.47946 0.0 -0.1 0.0 0.019
H -0.57701 -1.18513 3.65951 0.0 0.0 0.0 0.086
H -2.99983 4.12808 3.97508 0.0 0.0 0.0 0.116
H -4.78800 3.65927 5.61949 0.0 0.0 0.0 0.092
H -6.18532 1.62486 5.38223 0.0 0.0 0.0 0.089
H -5.75530 0.05690 3.51404 0.0 0.0 0.0 0.097
H -3.96669 0.53642 1.87858 0.0 0.0 0.0 0.104
H -4.10471 4.67968 1.54954 0.0 0.0 0.0 0.106
H -3.65785 6.92247 0.58587 0.0 0.0 0.0 0.095
H -1.36664 7.43623 -0.27420 0.0 0.0 0.0 0.095
H 0.37083 5.61820 -0.17321 -0.1 0.0 0.0 0.110
C -4.10585 -1.50325 -2.80691 0.1 0.1 -0.1 -0.046
C -4.23989 -0.00184 -2.74767 0.0 -0.2 0.1 -0.248
C -4.62244 0.75130 -3.85026 0.0 0.1 -0.1 -0.034
C -4.73458 2.12662 -3.74930 0.1 0.0 -0.1 -0.114
C -4.44807 2.69670 -2.51616 0.0 -0.2 0.0 -0.765
Br -4.60739 4.58656 -2.32093 0.0 0.0 0.0 0.693
N -4.07437 2.02130 -1.46240 -0.2 0.0 0.1 0.052
C -3.97200 0.69443 -1.58099 0.1 0.2 0.1 -0.127
H -5.05519 -1.97122 -3.07889 0.0 0.0 0.0 0.074
H -3.78341 -1.90098 -1.84266 0.0 0.0 -0.1 0.055
H -3.36349 -1.79575 -3.55551 -0.1 0.0 0.1 0.069
H -4.82064 0.25973 -4.79881 0.0 0.1 0.0 0.115
H -5.00950 2.74056 -4.59572 0.0 0.0 0.0 0.091
H -3.61131 0.16999 -0.70422 -0.1 0.0 0.0 0.044
Br 0.36994 3.76120 -5.11848 0.0 0.0 0.0 0.607
C 1.89751 3.32810 -4.04083 0.1 0.1 0.2 -0.781
C 2.77317 2.36856 -4.50940 0.0 0.0 0.0 -0.145
C 3.87406 2.10173 -3.70750 0.0 0.1 0.0 -0.073
C 4.04009 2.79781 -2.52470 0.0 0.0 0.0 -0.027
C 3.08729 3.74310 -2.14566 -0.2 -0.2 -0.2 -0.198
N 2.01440 3.99558 -2.91663 0.2 0.1 0.0 0.081
C 3.24614 4.46657 -0.81154 0.3 0.2 0.3 -0.710
O 3.93553 5.51479 -0.84383 -0.3 -0.4 0.0 -0.067
O 2.72080 3.87339 0.15936 0.2 0.3 -0.3 -0.061
H 2.58418 1.84123 -5.43050 0.0 0.0 0.0 0.087
H 4.59623 1.35423 -4.01471 0.0 0.0 0.0 0.097
H 4.88661 2.61048 -1.87501 0.0 0.0 0.0 0.106
C -0.31044 -1.97260 -3.73284 -0.1 0.1 0.2 -0.099
C 0.33448 -0.67159 -3.18931 -0.1 -0.2 0.2 -0.770
O 0.44156 0.24740 -4.00978 0.1 -0.1 0.2 -0.096
N 0.79119 -0.58648 -1.91647 -0.1 0.3 -0.6 -0.329
Te 0.72442 -2.17194 -0.73296 0.3 -0.3 0.0 1.562
C 0.68475 -3.55771 1.21789 0.2 -0.2 -0.1 -0.296
C 1.58634 -3.56028 2.29830 -0.1 0.1 0.0 -0.298
C 2.36356 -2.33107 2.71919 0.0 0.0 0.0 -0.051
C 1.75651 -4.70851 3.08280 0.0 0.1 0.0 -0.034
C 1.04557 -5.87127 2.84347 0.0 -0.1 0.0 -0.288
C 1.23329 -7.10311 3.69829 0.0 0.1 -0.1 -0.068
C 0.13590 -5.86440 1.79267 0.0 0.0 0.0 -0.040
C -0.04829 -4.74457 0.98336 0.0 0.0 0.0 -0.317
C -1.05581 -4.87556 -0.14239 0.1 0.0 0.1 -0.115
C 2.69879 -1.54947 -0.23259 0.2 0.0 -0.2 -0.331
C 2.94297 -0.22818 0.16143 -0.2 0.0 0.0 -0.279
C 1.86805 0.73784 0.58998 0.2 -0.2 0.0 -0.106
C 4.26405 0.21671 0.17579 0.1 0.1 0.1 -0.004
C 5.32005 -0.59786 -0.19817 0.0 0.0 0.0 -0.272
C 6.72783 -0.05983 -0.26234 -0.1 0.0 0.0 -0.061
C 5.05135 -1.91652 -0.55482 0.0 0.0 0.0 -0.037
C 3.75207 -2.40937 -0.58759 -0.2 -0.1 0.2 -0.304
C 3.52495 -3.85185 -1.00001 -0.1 0.2 0.1 -0.076
H -0.76400 -1.76144 -4.70075 0.0 0.0 0.0 0.061
H -1.07617 -2.36380 -3.05402 0.0 -0.1 0.0 0.022
H 0.45450 -2.74304 -3.86193 0.0 0.0 0.0 0.052
H 1.84167 -1.41668 2.44059 0.0 0.0 0.0 0.061
H 3.34909 -2.29628 2.24923 0.0 0.0 0.0 0.080
H 2.51131 -2.32993 3.80381 0.0 0.0 -0.1 0.077
H 2.45772 -4.67642 3.91617 -0.1 0.0 -0.1 0.109
H 1.84984 -6.88300 4.57138 0.0 0.0 0.0 0.065
H 1.72132 -7.90315 3.13486 0.0 0.0 0.0 0.072
H 0.27251 -7.48856 4.04739 0.0 0.0 0.0 0.070
H -0.45191 -6.76008 1.59579 0.0 0.1 0.0 0.108
H -1.71093 -5.73195 0.03422 0.0 0.0 0.0 0.067
H -0.55597 -5.02801 -1.10296 0.0 0.0 0.0 0.064
H -1.67470 -3.98391 -0.22967 0.0 0.0 0.0 0.016
H 0.87010 0.33425 0.44848 -0.1 0.0 0.0 -0.029
H 1.92118 1.67804 0.03055 0.1 -0.1 0.1 0.024
H 1.99188 1.00354 1.64604 0.0 0.0 -0.1 0.097
H 4.45009 1.24947 0.46607 0.0 -0.1 0.0 0.125
H 6.79258 0.92432 0.20258 0.0 0.0 0.0 0.073
H 7.04843 0.04298 -1.30302 0.0 0.0 0.0 0.075
H 7.43467 -0.72836 0.23557 0.0 0.0 0.0 0.068
H 5.87288 -2.57432 -0.83072 0.0 0.0 0.0 0.107
H 4.47368 -4.38680 -1.06353 0.0 0.0 0.0 0.068
H 3.03937 -3.90958 -1.97852 0.0 0.0 0.0 0.068
H 2.88454 -4.37444 -0.28301 0.0 0.0 0.0 0.061
```
Positions in Å, forces in eV/Å.

- energy above the lowest of the compared OMol25 structures with the same formula, charge and spin (kJ/mol) = 225.40
- F_max (eV/Å) = 0.94
- total charge = -2
- orbital gap (Eh) = 0.1920


Going through the records in order, we get lowest unoccupied orbital energy values of -1.03; 3.62 eV.